Below is a 7-piece molecular cluster, H14O7 overall in a non-equilibrium geometry, with properties calculated with the ωB97M-V functional and the def2-TZVPD basis.

Its SMILES is O.O.O.O.O.O.O. For the HOMO energy, the calculation gives -10.71 eV. The frontier orbital gap is 10.66 eV. The calculation puts the energy above the lowest of the compared OMol25 structures with the same formula, charge and spin at 2.847 eV.

ORCA input file:
```
! wB97M-V def2-TZVPD RIJCOSX def2/J DEFGRID3
* xyz 0 1
O 3.53095 2.07971 0.68814
H 3.77795 2.54771 1.57214
H 3.03795 1.38371 0.91114
O 1.74195 -0.09129 1.06714
H 1.48495 -0.41729 1.95514
H 2.45495 -0.62129 0.63214
O -3.05305 -0.32529 -1.41186
H -2.19405 -0.28929 -1.04286
H -3.55205 -0.94329 -0.91686
O -0.60305 0.31771 -0.25286
H 0.32695 0.42871 0.23214
H -0.41405 0.27071 -1.25186
O 0.16195 0.70571 -2.79586
H -0.84905 0.58571 -2.92986
H 0.63995 1.39771 -3.34286
O -1.73405 0.28671 2.28414
H -2.63505 0.66071 2.30814
H -1.31805 0.24171 1.45214
O -0.67805 -2.82629 0.33014
H 0.05295 -3.08229 0.86014
H -0.18005 -2.31029 -0.34786
*
```

From a Löwdin analysis of the wavefunction, the atomic charges in e read: number 1, O, carries -0.04; number 2, H, carries 0.11; number 3, H, carries -0.11; number 4, O, carries -0.06; number 5, H, carries 0.10; number 6, H, carries 0.11; number 7, O, carries -0.02; number 8, H, carries -0.05; number 9, H, carries 0.02; number 10, O, carries -0.17; number 11, H, carries 0.08; number 12, H, carries 0.02; number 13, O, carries -0.11; number 14, H, carries 0.11; number 15, H, carries 0.10; number 16, O, carries -0.06; number 17, H, carries 0.05; number 18, H, carries -0.06; number 19, O, carries -0.05; number 20, H, carries 0.00; number 21, H, carries 0.04

Below is a 16-piece molecular cluster, H31O16 overall in a non-equilibrium geometry, with properties calculated with the ωB97M-V functional and the def2-TZVPD basis.

For the HOMO energy, the calculation gives -6.08 eV. The frontier orbital gap is 8.21 eV. The calculation puts the energy above the lowest of the compared OMol25 structures with the same formula, charge and spin at 3.121 eV.

ORCA input file:
```
! wB97M-V def2-TZVPD RIJCOSX def2/J DEFGRID3
* xyz -1 1
O -0.87813 2.98484 -2.54384
H 2.15016 0.66092 0.34146
H 2.68830 -3.43389 3.78082
O 4.99141 2.27861 -2.23331
H -1.25248 3.31455 -1.73653
H -0.78768 2.03258 -2.40782
O -3.66328 -2.28968 -2.25130
H 4.38167 2.75982 -2.78336
H 2.32573 -3.15072 2.25479
O 2.97719 -3.04256 2.95161
H -2.05525 -1.19034 3.18328
H 4.71336 2.15917 -1.32729
O 2.74713 1.21609 -0.21493
H 1.08274 4.29005 2.04178
H 0.17232 2.90296 0.28587
O -2.16505 -0.51290 -1.53327
H -2.45785 1.90966 -0.24229
H -0.09011 -1.11285 -0.25392
O -1.71311 -5.50278 -2.18248
H -1.71722 -5.73532 -1.24930
H -1.41839 -4.59458 -2.27692
O 3.18858 -1.20294 -1.11704
H 3.25204 -2.07253 -1.53462
H -3.17670 -1.49419 -1.78972
O 1.19225 0.67167 1.91115
H 0.34746 0.20223 1.84515
O 1.54797 4.96343 2.59267
H 3.62199 0.86281 -0.02130
H 1.54826 5.71036 1.98467
O -2.08979 1.19915 0.29581
H -3.15864 -3.09168 -2.09658
H -2.17984 0.35963 -0.41035
O 0.75359 3.44913 -0.27082
H -1.70278 -0.63734 1.70126
H -0.87125 -2.71650 1.19471
O -4.77453 -0.11035 2.27216
H 0.52979 -0.71538 -1.56200
H -2.13612 0.09463 -2.26547
O -0.90506 -2.44989 0.27411
H 1.52784 2.85238 -0.28800
H -4.34964 0.11708 3.10264
O -1.51113 -1.27597 2.41318
H 0.92410 1.58726 1.99661
H 2.26352 -1.12922 -0.80286
O 0.45330 -0.40592 -0.65576
H -4.09730 0.28062 1.69931
H -1.61316 -1.83909 0.01068
*
```

From a Löwdin analysis of the wavefunction, the atomic charges in e read: number 1, O, carries -0.06; number 2, H, carries 0.00; number 3, H, carries 0.03; number 4, O, carries -0.05; number 5, H, carries 0.00; number 6, H, carries 0.02; number 7, O, carries -0.17; number 8, H, carries 0.03; number 9, H, carries 0.03; number 10, O, carries -0.06; number 11, H, carries 0.04; number 12, H, carries 0.01; number 13, O, carries -0.10; number 14, H, carries 0.02; number 15, H, carries 0.02; number 16, O, carries -0.30; number 17, H, carries 0.00; number 18, H, carries -0.02; number 19, O, carries -0.06; number 20, H, carries 0.03; number 21, H, carries 0.02; number 22, O, carries -0.08; number 23, H, carries 0.04; number 24, H, carries -0.05; number 25, O, carries -0.04; number 26, H, carries 0.03; number 27, O, carries -0.08; number 28, H, carries 0.04; number 29, H, carries 0.03; number 30, O, carries -0.19; number 31, H, carries -0.04; number 32, H, carries -0.01; number 33, O, carries -0.07; number 34, H, carries 0.03; number 35, H, carries 0.04; number 36, O, carries -0.06; number 37, H, carries 0.06; number 38, H, carries -0.01; number 39, O, carries -0.06; number 40, H, carries 0.02; number 41, H, carries 0.02; number 42, O, carries -0.05; number 43, H, carries 0.04; number 44, H, carries 0.00; number 45, O, carries -0.08; number 46, H, carries 0.01; number 47, H, carries 0.03

- Look up the HOMO of the first one.
  -10.71 eV